Entry from the Open Molecules 2025 dataset: C39H30Br2N6O5PSSc as an isolated structure in a non-equilibrium geometry (ωB97M-V with the def2-TZVPD basis set).

Output
HOMO level (alpha / beta) in eV: -5.35 / -4.66
HOMO-LUMO gap (alpha / beta) in Ha: 0.17409 / 0.14848
Maximum force in Eh/bohr: 0.0713
Energy in eV: -241015.3064
ΔE to the lowest compared entry with this formula, charge and spin in eV: 3.545

Geometry as XYZ:
```
85
C39H30Br2N6O5PSSc, DFT ωB97M-V with the def2-TZVPD basis set
Br 14.346 -11.821 11.732
Br 19.427 -13.071 12.785
Sc 14.901 -15.212 7.620
S 15.056 -12.223 4.833
P 14.039 -11.023 6.246
O 14.638 -14.169 9.393
O 15.796 -21.561 2.913
O 15.111 -22.181 4.945
O 15.057 -17.037 8.344
O 15.037 -16.099 5.755
N 15.625 -21.373 4.115
N 13.091 -14.248 6.669
N 13.380 -12.040 7.517
N 17.468 -12.144 3.753
N 16.444 -9.964 3.889
N 17.052 -14.483 8.128
C 17.475 -9.438 3.227
C 16.051 -10.612 8.021
C 19.643 -12.423 2.699
C 15.607 -17.684 3.990
C 11.555 -10.496 5.189
C 15.469 -17.264 5.349
C 18.532 -10.219 2.788
C 17.017 -14.061 9.437
C 10.602 -9.837 4.385
C 18.097 -13.219 11.465
C 16.617 -9.852 9.044
C 11.085 -8.904 3.458
C 16.172 -8.586 9.349
C 12.406 -8.520 3.481
C 15.751 -13.828 10.025
C 12.606 -13.187 7.403
C 10.550 -14.439 7.808
C 14.613 -8.676 7.552
C 16.502 -11.281 4.082
C 12.885 -10.011 5.316
C 15.788 -20.002 4.547
C 18.210 -15.063 6.116
C 18.248 -14.656 7.549
C 15.549 -18.082 7.774
C 15.571 -18.348 6.372
C 15.733 -12.977 11.159
C 11.409 -13.376 8.103
C 18.521 -11.522 3.105
C 15.264 -7.945 8.505
C 18.226 -13.672 10.125
C 13.349 -9.094 4.380
C 15.088 -9.982 7.198
C 12.305 -15.261 6.348
C 11.047 -15.363 6.883
C 15.770 -19.664 5.923
C 15.784 -18.962 3.581
C 16.846 -12.813 11.901
C 19.477 -13.942 9.513
C 19.500 -14.433 8.226
H 13.723 -8.248 7.106
H 15.321 -16.950 3.223
H 20.447 -14.592 7.720
H 15.901 -19.248 2.532
H 20.418 -13.772 10.079
H 16.795 -12.523 12.955
H 14.400 -8.887 4.230
H 19.102 -14.678 5.552
H 17.281 -14.639 5.642
H 9.634 -14.613 8.362
H 20.336 -12.509 3.542
H 13.288 -11.555 8.408
H 17.520 -10.329 9.552
H 16.576 -8.058 10.247
H 9.575 -10.125 4.415
H 12.605 -15.896 5.480
H 19.312 -9.817 2.162
H 15.922 -18.874 8.370
H 17.407 -8.369 3.033
H 16.444 -11.616 7.841
H 10.478 -16.275 6.662
H 20.143 -11.894 1.893
H 18.169 -16.162 6.130
H 11.176 -11.278 5.869
H 19.252 -13.437 2.434
H 12.766 -7.760 2.761
H 14.995 -6.898 8.716
H 10.419 -8.386 2.755
H 15.775 -20.444 6.712
H 11.082 -12.561 8.740
```